{
  "formula": "C36H20CaF8N4O4S",
  "method": "ωB97M-V with the def2-TZVPD basis set",
  "species": ["Ca", "S", "F", "F", "F", "F", "F", "F", "F", "F", "O", "O", "O", "O", "N", "N", "N", "N", "C", "C", "C", "C", "C", "C", "C", "C", "C", "C", "C", "C", "C", "C", "C", "C", "C", "C", "C", "C", "C", "C", "C", "C", "C", "C", "C", "C", "C", "C", "C", "C", "C", "C", "C", "C", "H", "H", "H", "H", "H", "H", "H", "H", "H", "H", "H", "H", "H", "H", "H", "H", "H", "H", "H", "H"],
  "coordinates": [[-0.97, 1.22, -0.57], [-3.03, -0.91, -0.97], [-5.05, -3.05, -0.33], [-6.34, -1.51, 3.90], [6.44, -3.32, -0.62], [4.75, -4.63, -0.95], [-6.53, -3.31, 1.87], [-3.13, 0.88, 1.46], [5.74, -3.68, -2.63], [-4.63, 0.59, 3.65], [0.13, 2.40, -4.47], [-2.66, 2.76, -0.88], [-0.04, 0.13, 1.36], [0.33, 2.30, -2.22], [0.16, 2.25, 2.33], [-0.02, -0.40, -2.36], [-0.69, 2.69, 1.32], [2.71, -0.13, -1.00], [-3.95, -0.17, 1.52], [0.70, -0.34, -4.64], [5.32, -3.48, -1.37], [-3.54, 4.88, -1.31], [-0.06, -2.48, -1.16], [-4.72, -0.31, 2.66], [0.25, 0.28, -3.45], [0.42, 0.97, 2.22], [3.51, -2.23, -0.19], [4.44, -1.28, -2.18], [0.19, -1.75, -2.35], [2.33, -1.44, 4.43], [-1.18, 3.85, 1.49], [-5.59, -1.36, 2.79], [3.58, -0.21, -2.00], [2.68, -1.11, -0.11], [-2.30, 5.92, 0.91], [0.22, -3.81, -1.10], [-4.90, -2.12, 0.62], [1.42, -0.92, 3.52], [3.23, 0.75, 4.78], [1.40, 0.44, 3.24], [-5.68, -2.27, 1.75], [0.20, 1.82, -3.39], [4.40, -2.30, -1.25], [2.32, 1.28, 3.88], [-3.99, -1.07, 0.45], [0.95, -1.67, -4.64], [0.72, -2.43, -3.47], [-3.10, 6.75, 0.16], [-2.07, 4.57, 0.59], [1.00, -3.81, -3.37], [3.24, -0.61, 5.06], [-2.73, 3.99, -0.54], [-3.72, 6.20, -0.98], [0.75, -4.49, -2.21], [0.86, 0.30, -5.50], [3.95, 1.41, 5.26], [-0.89, 4.40, 2.40], [1.41, -4.32, -4.24], [0.71, -1.55, 3.01], [-1.80, 6.32, 1.79], [5.12, -1.32, -3.02], [-4.35, 6.83, -1.60], [-0.47, -1.94, -0.31], [1.34, -2.17, -5.53], [1.94, -1.01, 0.69], [3.56, 0.61, -2.71], [3.45, -3.02, 0.55], [0.97, -5.55, -2.14], [-3.24, 7.79, 0.43], [2.29, 2.33, 3.65], [-4.03, 4.46, -2.18], [3.96, -1.02, 5.77], [2.32, -2.50, 4.65], [0.02, -4.36, -0.18]],
  "energy_ev": -102828.3424,
  "total_charge": -2,
  "de_lowest_ev": 0.260,
  "largest_force_ha_per_bohr": 0.011,
  "mol_weight_g_mol": 796.71
}